(1)
ORCA calculation (ωB97M-V/def2-TZVPD) on one molecule with the formula C3H5N3O.

SMILES = CNc1ncon1
Relative energy (zero: lowest compared OMol25 entry of this formula, charge and spin) = 245.15 kJ/mol

```
! RIJCOSX wB97M-V def2-TZVPD def2/J DEFGRID3
* xyz 0 1
C 2.065 -1.246 -0.238
N 1.570 0.182 -0.393
C 0.241 0.313 -0.118
N -0.622 -0.709 -0.461
C -1.783 -0.309 -0.006
O -1.657 0.891 0.594
N -0.324 1.262 0.542
H 1.905 -1.664 0.798
H 3.105 -1.135 -0.641
H 1.452 -1.873 -0.984
H 2.070 0.690 0.392
H -2.777 -0.835 0.031
*
```


(2)
ORCA calculation (ωB97M-V/def2-TZVPD) on one molecule with the formula C3H5N3O.

SMILES = N[C@]12N=CN[C@H]1O2
Relative energy (zero: lowest compared OMol25 entry of this formula, charge and spin) = 302.15 kJ/mol

```
! RIJCOSX wB97M-V def2-TZVPD def2/J DEFGRID3
* xyz 0 1
N 2.073 0.175 0.329
C 0.748 0.180 -0.172
N -0.022 1.239 -0.392
C -1.258 0.991 -0.274
N -1.618 -0.307 0.028
C -0.426 -1.017 0.263
O 0.333 -1.002 -0.864
H 2.659 -0.623 0.248
H 2.530 1.023 0.015
H -2.067 1.780 -0.502
H -2.505 -0.368 0.531
H -0.446 -2.070 0.790
*
```


(3)
ORCA calculation (ωB97M-V/def2-TZVPD) on one molecule with the formula C3H5N3O.

SMILES = N/C(=C/[O-])C1=N[NH2+]1
Relative energy (zero: lowest compared OMol25 entry of this formula, charge and spin) = 430.28 kJ/mol

```
! RIJCOSX wB97M-V def2-TZVPD def2/J DEFGRID3
* xyz 0 1
N 0.923 -1.287 -0.648
C -0.111 -0.559 0.010
C -1.316 -1.048 0.639
O -2.127 -0.301 1.177
C -0.092 0.800 0.131
N -0.668 1.865 0.556
N 0.698 1.946 -0.206
H 1.401 -1.934 -0.028
H 0.581 -1.817 -1.443
H -1.493 -2.143 0.619
H 0.684 2.308 -1.153
H 1.519 2.170 0.346
*
```


(4)
ORCA calculation (ωB97M-V/def2-TZVPD) on one molecule with the formula C3H5N3O.

Relative energy (zero: lowest compared OMol25 entry of this formula, charge and spin) = 293.86 kJ/mol

```
! RIJCOSX wB97M-V def2-TZVPD def2/J DEFGRID3
* xyz 0 1
N 1.600 1.508 0.376
C 0.499 0.905 0.116
N -0.528 0.849 -0.718
C -0.975 -0.449 -0.651
O -1.976 -0.810 -1.462
C -0.323 -1.277 0.223
N 0.616 -0.373 0.933
H 1.850 2.309 -0.171
H 1.666 -0.137 0.876
H -2.179 -0.033 -2.007
H -0.570 -2.264 0.584
H 0.320 -0.230 1.901
*
```


(5)
ORCA calculation (ωB97M-V/def2-TZVPD) on one molecule with the formula C3H5N3O.

SMILES = COc1ncn[nH]1
Relative energy (zero: lowest compared OMol25 entry of this formula, charge and spin) = 180.79 kJ/mol

```
! RIJCOSX wB97M-V def2-TZVPD def2/J DEFGRID3
* xyz 0 1
C -2.149 0.246 -0.140
O -1.063 -0.685 0.129
C 0.161 -0.329 0.051
N 0.665 0.931 0.059
C 1.997 0.796 -0.019
N 2.393 -0.447 -0.077
N 1.240 -1.157 -0.066
H -2.636 0.315 0.850
H -2.828 -0.307 -0.748
H -1.752 1.256 -0.329
H 2.751 1.559 0.135
H 1.220 -2.176 0.154
*
```


(6)
ORCA calculation (ωB97M-V/def2-TZVPD) on one molecule with the formula C3H5N3O.

SMILES = OCc1nc[nH]n1
Relative energy (zero: lowest compared OMol25 entry of this formula, charge and spin) = 114.58 kJ/mol

```
! RIJCOSX wB97M-V def2-TZVPD def2/J DEFGRID3
* xyz 0 1
O 2.084 -0.648 0.950
C 1.427 0.592 0.752
C 0.131 0.383 0.035
N -0.968 -0.168 0.627
C -1.780 -0.354 -0.387
N -1.202 0.073 -1.526
N 0.031 0.547 -1.272
H 2.038 -1.129 0.115
H 2.049 1.296 0.182
H 1.255 1.001 1.748
H -2.763 -0.804 -0.353
H -1.550 0.054 -2.472
*
```


(7)
ORCA calculation (ωB97M-V/def2-TZVPD) on one molecule with the formula C3H5N3O.

SMILES = OCc1nc[nH]n1
Relative energy (zero: lowest compared OMol25 entry of this formula, charge and spin) = 192.24 kJ/mol

```
! RIJCOSX wB97M-V def2-TZVPD def2/J DEFGRID3
* xyz 0 1
O 1.525 -1.819 0.902
C 1.276 -0.452 0.838
C -0.128 -0.082 0.534
N -0.456 1.233 0.623
C -1.190 1.403 -0.447
N -1.348 0.237 -1.104
N -0.675 -0.741 -0.469
H 0.935 -2.244 0.266
H 1.669 0.070 -0.082
H 1.660 -0.011 1.753
H -1.589 2.346 -0.778
H -1.679 0.061 -2.037
*
```


(8)
ORCA calculation (ωB97M-V/def2-TZVPD) on one molecule with the formula C3H5N3O.

SMILES = Nc1nc(O)c[nH]1
Relative energy (zero: lowest compared OMol25 entry of this formula, charge and spin) = 89.83 kJ/mol

```
! RIJCOSX wB97M-V def2-TZVPD def2/J DEFGRID3
* xyz 0 1
N -1.923 -0.716 0.760
C -0.804 -0.255 0.085
N 0.306 -0.970 0.081
C 1.301 -0.111 -0.256
O 2.593 -0.500 -0.301
C 0.834 1.138 -0.510
N -0.531 1.058 -0.276
H -1.708 -1.226 1.602
H -2.852 -0.816 0.398
H 2.584 -1.458 -0.186
H 1.344 2.009 -0.887
H -1.114 1.858 -0.487
*
```


(9)
ORCA calculation (ωB97M-V/def2-TZVPD) on one molecule with the formula C3H5N3O.

Relative energy (zero: lowest compared OMol25 entry of this formula, charge and spin) = 399.04 kJ/mol

```
! RIJCOSX wB97M-V def2-TZVPD def2/J DEFGRID3
* xyz 0 1
N 1.476 1.293 -0.041
C 1.183 -1.133 -0.063
C 0.038 -1.872 0.035
N -1.111 -1.056 0.044
C -0.712 0.205 -0.025
O -1.639 1.177 0.039
N 0.652 0.192 -0.127
H 1.669 1.881 -0.831
H 1.822 1.568 0.864
H -0.068 -2.947 0.059
H -2.078 -1.359 0.061
H -1.234 2.050 -0.015
*
```


(10)
ORCA calculation (ωB97M-V/def2-TZVPD) on one molecule with the formula C3H5N3O.

SMILES = [H]/N=c1/ocnn1C
Relative energy (zero: lowest compared OMol25 entry of this formula, charge and spin) = 290.89 kJ/mol

```
! RIJCOSX wB97M-V def2-TZVPD def2/J DEFGRID3
* xyz 0 1
H 1.489 1.582 0.103
N 0.640 1.980 0.007
C -0.212 0.979 -0.062
O -1.545 1.127 -0.203
C -2.022 -0.124 0.053
N -1.166 -1.025 -0.084
N -0.021 -0.321 -0.234
C 1.281 -0.890 0.002
H -3.137 -0.225 0.435
H 2.088 -0.516 -0.794
H 1.007 -1.969 -0.203
H 1.597 -0.598 0.980
*
```


(11)
ORCA calculation (ωB97M-V/def2-TZVPD) on one molecule with the formula C3H5N3O.

SMILES = Nc1c[nH]c(=O)[nH]1
Relative energy (zero: lowest compared OMol25 entry of this formula, charge and spin) = 38.06 kJ/mol

```
! RIJCOSX wB97M-V def2-TZVPD def2/J DEFGRID3
* xyz 0 1
N -2.006 -0.315 -0.180
C -0.620 -0.157 -0.191
C 0.378 -1.059 -0.156
N 1.577 -0.339 0.025
C 1.267 0.962 0.343
O 1.948 1.780 0.927
N -0.056 1.111 -0.064
H -2.457 0.240 -0.899
H -2.242 -1.286 -0.346
H 0.326 -2.128 -0.023
H 2.452 -0.733 0.319
H -0.566 1.922 0.245
*
```


(12)
ORCA calculation (ωB97M-V/def2-TZVPD) on a 2-piece molecular cluster, C3H5N3O overall.

SMILES = C=C=O.N#CNN
Relative energy (zero: lowest compared OMol25 entry of this formula, charge and spin) = 514.82 kJ/mol

```
! RIJCOSX wB97M-V def2-TZVPD def2/J DEFGRID3
* xyz 0 1
C 1.300 1.245 0.825
C 1.156 -0.043 1.208
O 1.740 -0.983 1.606
H 1.753 1.512 -0.119
H 1.209 2.130 1.434
N -0.281 1.322 -1.638
C -0.575 0.700 -0.698
N -0.951 -0.465 0.005
N -1.362 -1.590 -0.770
H -1.723 -0.275 0.643
H -0.597 -2.261 -0.803
H -1.669 -1.292 -1.694
*
```


(13)
ORCA calculation (ωB97M-V/def2-TZVPD) on an isolated ion of composition C3H5N3O and charge +2.

SMILES = [H]/N=C1\C[N+](=O)C1=[NH2+]
Relative energy (zero: lowest compared OMol25 entry of this formula, charge and spin) = 296.40 kJ/mol

```
! RIJCOSX wB97M-V def2-TZVPD def2/J DEFGRID3
* xyz 2 1
H 0.194 -0.890 2.699
N -0.007 -0.519 1.773
C 0.076 -0.459 0.579
C 0.544 -1.227 -0.719
N -0.121 -0.217 -1.547
O -0.176 0.027 -2.698
C -0.570 0.559 -0.496
N -0.870 1.778 -0.262
H 1.665 -1.550 -0.977
H 0.077 -2.177 -0.647
H -1.428 1.847 0.579
H -0.524 2.496 -0.903
*
```


(14)
ORCA calculation (ωB97M-V/def2-TZVPD) on one molecule with the formula C3H5N3O4.

SMILES = O=[N+]([O-])C1([N+](=O)[O-])CNC1
Relative energy (zero: lowest compared OMol25 entry of this formula, charge and spin) = 811.79 kJ/mol

```
! RIJCOSX wB97M-V def2-TZVPD def2/J DEFGRID3
* xyz 0 1
O 1.613 -1.754 -0.672
N 1.234 -1.175 0.293
O 1.184 -1.531 1.457
C 0.449 0.138 0.019
N 1.206 1.424 0.176
O 2.366 1.356 -0.166
O 0.555 2.352 0.528
C -0.507 -0.044 -1.155
N -1.638 -0.438 -0.359
C -0.980 -0.165 0.942
H -0.631 0.852 -1.724
H -0.183 -0.821 -2.000
H -2.563 0.160 -0.393
H -0.860 -1.027 1.557
H -1.247 0.674 1.498
*
```


(15)
ORCA calculation (ωB97M-V/def2-TZVPD) on one molecule with the formula C3H5N3OS.

SMILES = O=c1[nH]ncn1CS
Relative energy (zero: lowest compared OMol25 entry of this formula, charge and spin) = 242.30 kJ/mol

```
! RIJCOSX wB97M-V def2-TZVPD def2/J DEFGRID3
* xyz 0 1
O -0.757 -1.572 1.335
C -0.290 -0.478 1.295
N -0.024 0.606 1.951
N 0.624 1.645 1.232
C 0.819 1.225 0.020
N 0.460 -0.002 -0.246
C 0.198 -0.639 -1.399
S -1.512 -0.467 -2.059
H -0.128 0.758 2.955
H 1.387 1.914 -0.727
H 0.327 -1.645 -1.234
H 0.763 -0.403 -2.357
H -1.867 -0.941 -0.766
*
```


(16)
ORCA calculation (ωB97M-V/def2-TZVPD) on one molecule with the formula C3H5N3OS.

SMILES = [H]/N=C(/C=O)NC(N)=S
Relative energy (zero: lowest compared OMol25 entry of this formula, charge and spin) = 143.72 kJ/mol

```
! RIJCOSX wB97M-V def2-TZVPD def2/J DEFGRID3
* xyz 0 1
H 2.746 -0.647 0.528
N 2.150 -1.274 -0.112
C 0.942 -0.731 -0.239
C 0.089 -1.315 -1.294
O -0.942 -1.000 -1.786
N 0.442 0.333 0.641
C -0.653 1.219 0.839
N -1.770 0.910 0.221
S -0.375 2.454 1.888
H 0.513 -2.317 -1.698
H 1.136 0.498 1.357
H -2.508 1.606 0.221
H -1.771 0.265 -0.567
*
```


(17)
ORCA calculation (ωB97M-V/def2-TZVPD) on one molecule with the formula C3H5N3OS.

SMILES = C=NNC(=O)NC=S
Relative energy (zero: lowest compared OMol25 entry of this formula, charge and spin) = 429.67 kJ/mol

```
! RIJCOSX wB97M-V def2-TZVPD def2/J DEFGRID3
* xyz 0 1
C -2.619 -0.409 0.028
N -1.384 -0.335 -0.225
N -0.750 0.898 -0.545
C 0.624 1.077 -0.168
O 1.353 1.976 0.310
N 1.278 -0.252 -0.252
C 2.531 -0.667 0.240
S 3.964 0.035 -0.254
H -3.421 0.464 0.190
H -2.958 -1.557 0.288
H -1.459 1.702 -0.231
H 0.556 -1.060 -0.008
H 2.286 -1.873 0.626
*
```


(18)
ORCA calculation (ωB97M-V/def2-TZVPD) on one molecule with the formula C3H5N3OS.

SMILES = C/N=c1/[nH]oc(=S)[nH]1
Relative energy (zero: lowest compared OMol25 entry of this formula, charge and spin) = 399.35 kJ/mol

```
! RIJCOSX wB97M-V def2-TZVPD def2/J DEFGRID3
* xyz 0 1
C -0.925 2.085 -0.292
N -1.226 0.661 -0.646
C -0.424 -0.235 -0.388
N -0.890 -1.603 -0.249
O 0.367 -2.358 0.277
C 1.433 -1.578 0.299
S 2.891 -2.218 0.684
N 0.911 -0.312 0.063
H -1.921 2.605 0.045
H -0.147 2.387 -1.119
H -0.159 1.857 0.571
H -1.431 -1.736 0.775
H 1.522 0.445 -0.018
*
```


(19)
ORCA calculation (ωB97M-V/def2-TZVPD) on one molecule with the formula C3H5N3OS.

SMILES = [H]/N=C1\ON=CCN1S
Relative energy (zero: lowest compared OMol25 entry of this formula, charge and spin) = 320.44 kJ/mol

```
! RIJCOSX wB97M-V def2-TZVPD def2/J DEFGRID3
* xyz 0 1
H 0.099 3.016 -0.022
N 0.728 2.281 -0.088
C 0.077 1.191 -0.133
O -1.312 1.193 -0.137
N -2.044 0.064 -0.427
C -1.434 -1.017 -0.261
C -0.054 -1.165 0.186
N 0.679 -0.053 -0.261
S 2.391 -0.208 -0.368
H -2.006 -1.923 -0.492
H -0.062 -1.263 1.262
H 0.337 -2.155 -0.187
H 2.602 0.040 0.928
*
```


(20)
ORCA calculation (ωB97M-V/def2-TZVPD) on one molecule with the formula C3H5N3S2.

SMILES = Nn1[nH]c(S)cc1=S
Relative energy (zero: lowest compared OMol25 entry of this formula, charge and spin) = 346.55 kJ/mol

```
! RIJCOSX wB97M-V def2-TZVPD def2/J DEFGRID3
* xyz 0 1
N 1.815 1.518 0.188
N 0.748 0.765 -0.225
N -0.682 0.972 0.027
C -1.323 -0.217 -0.119
S -3.042 -0.241 0.166
C -0.375 -1.251 -0.200
C 0.861 -0.547 -0.076
S 2.526 -1.062 0.124
H 2.069 0.922 1.042
H 2.440 1.547 -0.541
H -1.110 1.696 -0.383
H -3.378 -1.713 0.108
H -0.549 -2.391 -0.110
*
```